Formula: C52H72N6O14
Source: the OMol25 dataset
Level of theory: ωB97M-V with the def2-TZVPD basis set

Structure (XYZ):
```
144
Properties=species:S:1:pos:R:3:forces:R:3:lowdin_charge:R:1
H -5.590803 2.450440 -4.779744 -0.110 0.104 -0.347 0.10
H -6.408313 -2.206940 -2.938364 0.574 -0.647 0.856 0.13
C 0.872787 -5.282520 -1.502574 0.513 -0.296 0.947 -0.12
H 5.638107 6.389870 0.654406 -0.329 -0.156 0.985 0.12
O -1.188033 4.893050 -2.843814 0.111 1.417 3.454 0.06
H 0.035527 4.850570 1.080806 -0.190 0.101 0.106 0.13
H 6.895877 -4.313900 4.384776 0.268 0.144 0.320 0.12
C 0.688547 0.632130 0.548386 -1.399 -1.504 1.171 -0.11
H -4.202293 0.439410 6.363886 -0.195 0.147 -0.002 0.10
O -3.312183 -7.096300 3.287626 -0.293 1.656 -0.113 0.10
N 5.307267 -3.954700 -2.839614 1.636 0.129 0.241 0.00
H 4.253467 3.798490 0.835776 0.441 0.162 0.447 0.11
H -6.032293 0.892730 -7.061764 -0.010 0.278 -0.111 0.07
H -7.779243 -0.293090 2.000916 0.352 -0.037 -0.586 0.13
O 6.966867 5.349940 -0.320224 -0.363 0.751 1.685 0.04
H -2.134383 1.005470 -0.917024 -0.007 -0.232 0.581 0.15
C -2.390333 5.933360 -0.995144 0.521 0.018 1.956 -0.05
H -6.104483 -2.197960 -5.640894 -0.845 0.191 0.466 0.12
H -2.284163 -3.278140 4.709346 0.228 -0.358 0.179 0.13
H -3.758863 -2.615370 -5.978564 -0.349 0.542 0.300 0.13
H 2.287067 -5.624550 1.466126 0.271 -0.207 -0.242 0.09
C -5.479223 -2.269270 -3.504914 -0.842 1.210 0.118 -0.08
H -4.833693 4.498190 5.429156 0.241 -0.019 -0.139 0.10
C -7.089943 2.886840 1.279566 0.539 -0.348 -0.982 -0.08
C -0.183803 0.726090 -1.479234 -0.905 -0.067 -1.251 -0.16
H -5.163683 -1.226070 -3.521244 -0.013 0.334 -0.547 0.13
C 2.192857 -1.670690 -5.481154 -0.211 1.336 -0.302 -0.15
O 7.251867 -1.028080 4.649516 -0.014 -0.721 -0.543 0.03
N 0.708417 -4.061670 -0.889624 0.192 -0.012 0.579 0.01
H -1.854373 1.240140 -6.249294 0.022 0.336 -0.032 0.10
H 6.373907 5.051560 1.681796 0.080 0.138 -0.137 0.12
O -3.651023 -2.992630 -1.984074 -1.261 0.217 -2.003 0.07
C -3.455303 -5.902380 3.470436 -0.622 -1.886 -0.643 -0.48
C -3.842753 -3.582770 3.287886 -1.304 1.344 0.164 -0.17
O -5.534883 2.218890 -0.593514 -1.841 -0.590 3.345 0.06
O 1.357417 -2.606800 -7.480944 -1.053 -0.258 0.427 0.04
H -2.480063 7.009680 -1.142024 -0.076 -0.130 -0.593 0.13
H 3.620357 -0.711150 -6.793024 0.793 -0.288 0.203 0.13
C 6.743037 4.404490 -1.189764 3.981 -1.759 -2.673 -0.52
H 0.079017 -3.319160 -1.159154 0.169 -0.205 -0.258 0.14
C 2.618587 -2.238020 -7.762034 0.946 -1.557 -1.193 -0.50
C -2.685953 1.946320 5.803846 -0.871 0.369 -0.404 -0.11
H 1.261567 3.929320 7.348946 0.062 0.070 -0.167 0.08
C -3.155393 -3.917560 4.567196 0.558 0.261 0.330 -0.18
C 7.241287 -3.341050 4.034986 0.531 -0.220 -0.161 -0.16
H -1.765573 1.385180 5.870276 -0.081 0.078 -0.132 0.09
C -4.370333 -3.259110 -5.346254 -0.675 -1.434 0.312 -0.13
O -2.797953 -5.271760 4.427836 1.654 -0.449 1.088 0.04
H 4.669997 -4.725240 -2.697224 0.099 0.304 0.211 0.15
H 1.951857 0.379850 -1.241374 -0.083 0.043 -0.036 0.09
C -7.994603 1.897160 1.942296 -1.211 0.041 0.941 -0.17
C 5.945567 5.346440 0.723846 -0.107 0.108 -1.133 -0.10
C -0.719123 0.630890 0.684416 1.280 1.384 -0.268 -0.11
H 6.367737 -4.765690 -4.449074 0.513 -0.019 0.077 0.10
H -5.852123 2.355270 6.153926 0.315 -0.008 -0.067 0.14
H -0.455283 0.879110 -2.513294 0.472 -0.212 -0.087 0.11
H -2.249633 6.463130 1.202856 -0.001 0.295 -0.313 0.11
C 6.490307 -2.018950 -2.613764 -1.357 -1.560 1.399 -0.09
H 6.246147 -2.861480 2.140616 -0.083 0.403 0.127 0.13
H 5.091027 3.337590 -1.817784 -0.388 -0.208 0.384 0.14
H 5.479357 3.048270 7.272346 0.015 -0.130 -0.558 0.10
H 4.131517 5.073850 -0.303574 -0.109 -0.153 -0.333 0.11
H -8.957843 1.740300 1.456836 0.204 0.050 -0.493 0.12
H -2.431813 4.808400 0.853646 0.280 -0.314 -0.076 0.11
H 7.931067 -2.653900 -4.261524 0.062 0.423 0.287 0.09
C -0.423823 5.582510 0.416446 -0.507 1.364 1.452 -0.19
C -1.205323 5.340640 -1.672554 0.182 -1.785 -4.746 -0.45
C 3.320027 -1.729320 -6.545574 -0.996 0.644 0.913 -0.06
H -6.438553 3.345120 2.023726 0.017 0.277 -0.058 0.13
H 5.942347 2.656770 -0.379834 0.065 -0.202 -0.325 0.14
H 0.129447 -2.412810 -5.741344 -0.059 0.220 -0.716 0.12
C 1.314457 -4.079050 0.360676 -0.967 0.412 -0.981 -0.13
H -3.563333 0.231600 -8.046174 -0.026 0.098 0.141 0.09
N -1.194203 0.832510 -0.591084 -0.470 -0.502 0.319 0.00
H 1.457007 0.612300 1.306996 -0.337 -0.247 0.260 0.09
C 4.855777 4.401420 0.156206 -1.210 0.771 0.145 -0.15
C -4.211093 -2.957920 -3.086314 -0.152 0.363 4.431 -0.52
H -6.354953 -3.775910 -4.803784 -0.215 0.255 0.159 0.12
H -8.265973 2.320900 2.909196 0.000 -0.501 0.299 0.11
O 3.117087 -2.488680 -8.833894 -0.528 0.743 0.661 0.11
H 7.392787 -2.467540 6.141456 -1.311 -0.084 -0.149 0.12
H 1.972377 2.977270 4.835236 -0.002 0.180 0.125 0.09
H -3.201663 -3.083950 2.561066 0.210 -0.486 -0.074 0.12
C 1.146947 -2.621490 -6.071864 0.880 0.230 1.778 -0.17
H -2.082613 3.958160 5.040966 -0.146 0.173 0.290 0.08
H 1.993897 -7.066520 -0.691204 -0.382 -0.057 -0.502 0.09
H -4.459393 -4.216370 -5.859884 0.286 0.000 -0.111 0.12
C -3.801553 0.839290 -7.185724 -0.599 0.961 1.313 -0.12
C -5.074063 1.230450 -6.695504 -0.568 1.575 1.916 -0.11
H 3.592467 3.909690 8.793306 -0.271 0.044 -0.054 0.09
C 0.966347 0.475650 -0.810114 1.230 1.146 -0.617 -0.14
O -6.224413 0.735950 0.970006 0.276 -0.578 -0.660 0.03
C -5.765073 -2.860220 -4.844454 0.954 0.514 -2.294 -0.15
H 5.185557 -2.900310 3.577666 -0.151 -0.020 -0.203 0.13
H 4.109657 -2.439690 -6.300734 0.266 0.427 -0.050 0.13
H 8.120827 -3.484120 3.407266 -0.052 -0.326 -0.071 0.11
C -4.431443 -4.908400 2.842966 0.657 0.104 -0.418 -0.06
H -4.577253 -2.824720 3.559846 -0.395 -0.003 -0.413 0.11
C 2.247277 3.663890 6.996336 0.039 -0.590 -1.558 -0.12
C 4.459987 3.199910 6.949436 -0.954 -0.408 0.182 -0.14
C 6.393177 -1.173610 3.603976 -1.342 1.978 -1.845 -0.43
O -3.701103 -3.516680 -4.119454 2.620 -1.441 -1.686 0.05
C 1.859217 -5.317760 0.523136 0.136 1.077 1.862 -0.15
H 1.195247 -3.229410 1.016656 0.161 -0.102 -0.038 0.10
H -5.393793 -5.112010 3.312556 -0.153 0.034 -0.249 0.13
C -4.250853 3.594270 5.527236 1.842 -0.422 0.511 -0.13
C -2.919733 1.409420 -6.301804 1.192 -0.281 0.954 -0.16
C -3.949233 1.439110 6.042986 0.786 -0.338 0.860 -0.16
C 5.568677 3.559320 -0.863434 0.113 0.177 -0.175 -0.09
C 1.594627 -6.067080 -0.601304 -0.067 -0.685 -1.567 -0.13
N -3.563913 2.086370 -5.272904 0.155 -0.315 -1.525 0.01
H -3.770853 -3.855370 5.464666 -0.258 0.209 -0.078 0.13
H 1.802437 -0.655290 -5.413014 -0.135 0.243 -0.581 0.10
C -7.169693 0.610380 2.018386 -0.354 1.264 1.276 -0.15
H -1.381403 0.619320 1.537436 0.171 0.176 -0.054 0.10
N -4.861833 2.447770 5.978276 0.075 0.173 -0.766 -0.01
C 7.687557 -2.324890 5.101816 0.041 -0.810 0.958 -0.16
C 3.426867 3.622200 7.765536 0.928 0.171 -0.466 -0.13
H 1.427827 -3.547790 -5.570684 -0.273 -0.848 -0.867 0.12
H 6.721677 -0.997840 -2.348804 0.087 -0.238 0.254 0.08
H -4.466433 -4.964120 1.754946 -0.260 -0.413 0.187 0.13
H -3.123683 2.562680 -4.498674 0.087 -0.025 -0.325 0.14
C -2.853313 3.319050 5.445896 -1.980 -0.161 -0.180 -0.09
H 0.030827 6.566510 0.531056 0.106 0.090 0.790 0.13
H 4.717137 -2.724160 -1.288644 0.189 0.552 0.064 0.10
H 8.749047 -2.446620 5.317466 0.476 0.909 -1.037 0.12
O 7.599297 4.191300 -2.058914 -2.197 0.339 1.139 0.07
H -7.624933 3.635290 0.694996 0.407 -0.002 -0.026 0.13
C 6.382987 -4.001070 -3.686504 -0.447 0.086 -0.804 -0.16
H 0.485757 -5.517790 -2.483014 -0.017 0.168 0.153 0.10
O 5.841567 -0.205630 3.070766 1.374 -2.060 1.478 0.06
N 3.930327 2.897120 5.703296 -0.236 0.589 0.884 0.00
O -0.133783 5.253290 -0.875204 0.276 -1.219 -2.753 0.03
C -1.947563 5.709000 0.476116 -0.842 -0.348 0.862 -0.14
C 5.453597 -2.839990 -2.070064 -0.313 1.518 -0.574 -0.14
C -4.902053 2.091120 -5.530014 -0.108 -2.756 -1.913 -0.11
H -3.292393 5.374170 -1.243514 0.094 0.359 -0.156 0.13
H 2.431477 -1.803590 -4.425934 0.394 -0.897 -0.200 0.11
C -6.192553 1.973540 0.440456 1.387 0.809 -3.071 -0.43
C 7.120577 -2.829440 -3.569634 -0.587 -1.198 -1.126 -0.13
H -6.647543 0.646290 2.974516 0.340 -0.372 0.005 0.12
H 4.412667 2.353940 5.001576 -0.114 0.293 -0.007 0.14
C 2.575697 3.216880 5.698376 0.552 -0.283 1.560 -0.12
C 6.180127 -2.650720 3.208006 0.204 0.885 1.122 -0.07
```
Forces are in eV/Å.

- Total charge: 0
- Orbital gap: 7.769 eV
- E: -3406.40209 hartree
- Lowest unoccupied orbital energy: -0.184 eV
- E_HOMO: -7.9525 eV